No. 1
74
Properties=species:S:1:pos:R:3 method="wB97M-V/def2-TZVPD" e_homo_ha=-0.215 gap_ev=6.081 lumo_ha=0.0089 spin_multiplicity=1 charge=-1 energy_ev=-91300.7288
C 0.913 -2.584 0.095
C 2.296 -2.759 -0.518
F 2.266 -2.230 -1.831
C 3.405 -2.044 0.244
S 4.967 -2.943 0.349
O 6.013 -1.961 0.178
O 4.907 -4.014 -0.618
N 5.091 -3.497 1.855
S 3.832 -4.071 2.605
O 2.893 -4.792 1.775
O 3.215 -3.112 3.511
C 4.667 -5.214 3.728
P 3.651 -6.515 4.446
O 2.839 -7.338 3.548
O 2.873 -5.785 5.641
O 4.702 -7.349 5.340
H 0.339 -3.508 0.042
H 0.374 -1.798 -0.435
H 0.970 -2.299 1.145
H 2.541 -3.811 -0.620
H 3.088 -1.807 1.258
H 3.643 -1.107 -0.259
H 5.561 -5.616 3.258
H 4.982 -4.579 4.557
H 2.112 -5.318 5.267
H 5.086 -8.028 4.767
C -3.597 -2.899 4.233
C -4.947 -2.717 4.518
C -5.688 -1.783 3.815
C -5.082 -1.021 2.823
C -3.726 -1.198 2.545
C -2.986 -2.140 3.249
C -3.040 -0.381 1.502
O -1.861 -0.527 1.271
C -3.853 0.631 0.768
C -3.233 1.418 -0.194
C -3.964 2.370 -0.883
C -5.319 2.540 -0.614
C -5.943 1.753 0.340
C -5.213 0.797 1.036
C -5.902 -0.030 2.069
O -7.089 0.100 2.288
H -3.022 -3.634 4.779
H -5.420 -3.309 5.291
H -6.739 -1.634 4.022
H -1.938 -2.269 3.013
H -2.180 1.279 -0.393
H -3.467 2.986 -1.621
H -5.888 3.286 -1.153
H -6.996 1.869 0.558
C 3.205 5.415 -1.105
C 2.174 4.828 -0.379
C 1.055 4.340 -1.032
C 0.962 4.438 -2.415
C 1.995 5.032 -3.143
C 3.116 5.518 -2.482
C 1.919 5.161 -4.626
O 2.813 5.678 -5.261
C 0.700 4.631 -5.305
C 0.592 4.755 -6.685
C -0.524 4.258 -7.337
C -1.535 3.633 -6.616
C -1.434 3.511 -5.241
C -0.319 4.012 -4.580
C -0.240 3.884 -3.097
O -1.127 3.347 -2.467
H 4.083 5.785 -0.593
H 2.248 4.745 0.697
H 0.251 3.870 -0.483
H 3.912 5.967 -3.061
H 1.391 5.236 -7.232
H -0.605 4.353 -8.412
H -2.402 3.238 -7.129
H -2.209 3.024 -4.666



No. 2
70
Properties=species:S:1:pos:R:3 method="wB97M-V/def2-TZVPD" e_homo_ha=-0.348 gap_ev=8.311 lumo_ha=-0.0422 spin_multiplicity=1 energy_ev=-75861.7212 smiles="O=C1c2ccccc2C(=O)c2ccccc21.O=C1c2ccccc2C(=O)c2ccccc21.CCSCN(COO)S(=O)(=O)F"
O 2.242 -3.530 -3.294
C 2.396 -2.590 -2.547
C 2.140 -2.723 -1.082
C 1.729 -3.948 -0.569
C 1.500 -4.089 0.790
C 1.681 -3.008 1.647
C 2.089 -1.788 1.136
C 2.313 -1.638 -0.225
C 2.714 -0.296 -0.737
O 2.809 0.652 0.016
C 2.984 -0.167 -2.194
C 3.384 1.065 -2.698
C 3.660 1.200 -4.048
C 3.538 0.108 -4.899
C 3.130 -1.119 -4.404
C 2.848 -1.262 -3.051
H 1.588 -4.780 -1.246
H 1.174 -5.042 1.185
H 1.497 -3.120 2.707
H 2.230 -0.933 1.783
H 3.476 1.905 -2.024
H 3.973 2.159 -4.439
H 3.760 0.216 -5.952
H 3.025 -1.975 -5.056
O -5.344 1.683 -1.140
C -4.385 1.208 -1.710
C -4.270 1.263 -3.197
C -5.273 1.890 -3.926
C -5.172 1.979 -5.304
C -4.069 1.444 -5.961
C -3.073 0.808 -5.240
C -3.171 0.712 -3.858
C -2.093 0.008 -3.103
O -1.161 -0.510 -3.680
C -2.200 -0.028 -1.618
C -1.194 -0.649 -0.891
C -1.256 -0.672 0.491
C -2.316 -0.068 1.159
C -3.331 0.538 0.438
C -3.279 0.557 -0.952
H -6.122 2.305 -3.402
H -5.953 2.470 -5.870
H -3.989 1.523 -7.037
H -2.212 0.382 -5.737
H -0.371 -1.112 -1.420
H -0.474 -1.167 1.052
H -2.307 -0.071 2.241
H -4.164 1.011 0.940
C 3.480 0.001 4.377
C 3.072 1.391 3.856
S 1.493 2.042 4.453
C 0.293 1.119 3.439
N -0.889 0.585 4.146
C -1.452 1.486 5.192
O -1.597 2.748 4.590
O -0.993 3.730 5.437
S -0.866 -0.982 4.643
O -1.488 -1.811 3.680
O -1.249 -1.065 6.004
F 0.659 -1.333 4.564
H 2.855 -0.282 5.221
H 3.389 -0.755 3.600
H 4.509 0.029 4.732
H 3.808 2.127 4.179
H 3.064 1.421 2.765
H -0.093 1.787 2.673
H 0.810 0.319 2.918
H -0.844 1.542 6.093
H -2.436 1.101 5.458
H -0.227 4.003 4.906



No. 3
65
Properties=species:S:1:pos:R:3 method="wB97M-V/def2-TZVPD" e_homo_ha="-0.208 / -0.288" gap_ev="5.164 / 6.926" relative_energy_kcal_mol=26.1 lumo_ha="-0.0178 / -0.0335" spin_multiplicity=5 energy_ev=-56137.5228
Ru 10.939 8.928 9.277
S 11.564 4.908 7.408
C 10.755 5.917 6.256
C 10.485 7.156 6.682
C 10.821 7.384 8.074
C 11.474 6.293 8.588
C 12.083 6.507 9.920
C 12.940 5.606 10.613
C 13.394 5.952 11.884
C 13.083 7.167 12.503
C 12.144 7.950 11.853
N 11.764 7.618 10.578
H 10.696 5.484 5.274
H 9.987 7.930 6.096
H 13.194 4.661 10.182
H 13.979 5.215 12.402
H 13.502 7.365 13.470
H 11.637 8.838 12.245
C 6.264 15.596 8.027
O 7.028 14.521 8.544
C 6.844 14.203 9.882
C 6.263 15.029 10.871
C 6.032 14.418 12.106
C 6.568 13.121 12.393
C 6.817 12.807 13.809
C 5.744 13.068 14.782
O 7.939 12.214 14.200
C 7.149 12.355 11.344
O 7.567 11.127 11.747
C 7.356 12.957 10.141
H 6.431 16.491 8.599
H 5.185 15.414 8.075
H 6.514 15.805 6.971
H 6.015 16.088 10.632
H 5.308 14.881 12.759
H 4.729 12.891 14.269
H 5.860 14.055 15.276
H 5.737 12.384 15.671
H 7.793 12.421 9.290
C 8.244 10.218 10.845
C 9.606 10.648 10.392
C 9.805 10.553 8.985
C 11.071 10.842 8.412
C 11.942 11.685 9.254
C 11.591 12.070 10.601
C 10.488 11.463 11.158
C 13.088 12.202 8.681
N 14.029 12.758 8.273
H 8.236 9.261 11.417
H 7.630 9.995 9.960
H 8.989 10.262 8.300
H 11.273 10.883 7.320
H 12.183 12.816 11.151
H 10.204 11.695 12.160
C 8.694 11.623 18.224
C 9.369 12.569 17.478
C 9.273 12.585 16.070
C 8.196 11.881 15.540
C 7.407 11.024 16.249
C 7.750 10.845 17.583
H 8.969 11.482 19.249
H 10.049 13.304 17.973
H 9.897 13.287 15.479
H 6.592 10.500 15.720
H 7.372 9.962 18.120